# 1
{"formula": "C20H49BN12O29Si", "method": "ωB97M-V/def2-TZVPD", "spin_multiplicity": 1, "lumo_ev": -0.298, "e_homo_ev": -9.863, "energy_ev": -107317.55421, "elements": ["C", "Si", "C", "C", "C", "C", "C", "B", "O", "O", "C", "O", "O", "C", "O", "H", "H", "H", "H", "H", "H", "H", "H", "H", "H", "H", "H", "H", "C", "N", "O", "O", "H", "H", "H", "C", "N", "O", "O", "H", "H", "H", "C", "N", "O", "O", "H", "H", "H", "C", "N", "O", "O", "H", "H", "H", "C", "N", "O", "O", "H", "H", "H", "C", "N", "O", "O", "H", "H", "H", "C", "N", "O", "O", "H", "H", "H", "C", "N", "O", "O", "H", "H", "H", "C", "N", "O", "O", "H", "H", "H", "C", "N", "O", "O", "H", "H", "H", "C", "N", "O", "O", "H", "H", "H", "C", "N", "O", "O", "H", "H", "H"], "positions_angstrom": [[0.107376, -4.330597, -4.687636], [0.748973, -2.583259, -4.925151], [1.378577, -1.961656, -3.258284], [2.147396, -2.683350, -6.190136], [-0.502606, -1.365658, -5.623027], [-1.750761, -1.453651, -6.027272], [-2.651095, -2.600775, -6.032020], [-3.636081, -2.540516, -4.771626], [-3.154828, -2.021458, -3.600889], [-4.930450, -2.964160, -4.856334], [-2.180765, -0.116506, -6.483416], [-3.247788, 0.258302, -6.844293], [-1.094473, 0.718905, -6.421309], [-0.094042, 0.046835, -5.789840], [0.910316, 0.560526, -5.415161], [0.750962, -4.795991, -3.973357], [0.219021, -4.885244, -5.599021], [-0.897227, -4.394647, -4.316521], [2.362150, -1.540798, -3.373774], [1.444543, -2.764019, -2.547107], [0.725819, -1.211346, -2.845911], [3.098468, -2.836670, -5.732589], [2.131194, -1.763055, -6.750245], [1.925089, -3.466065, -6.888136], [-2.112563, -3.526818, -6.097741], [-3.283812, -2.548759, -6.901722], [-3.454793, -1.113258, -3.518479], [-4.993143, -3.918496, -4.892334], [-4.215943, 1.787991, -0.748832], [-4.854737, 0.540265, -1.251913], [-4.764490, 0.294853, -2.438573], [-5.425682, -0.149215, -0.442755], [-3.751835, 2.298903, -1.582031], [-4.996238, 2.395362, -0.303895], [-3.480819, 1.501504, -0.003330], [-4.978499, 3.735049, 3.262779], [-3.803943, 3.369157, 2.431042], [-3.129625, 2.426389, 2.796756], [-3.577042, 4.030364, 1.441033], [-5.018517, 3.052644, 4.097580], [-4.843561, 4.756072, 3.616172], [-5.864051, 3.655851, 2.639070], [5.851472, -5.014749, -6.910807], [5.092825, -5.123798, -5.638213], [5.707646, -4.969077, -4.611635], [3.908981, -5.365530, -5.728531], [6.884591, -4.797757, -6.672959], [5.749527, -5.963114, -7.428776], [5.401796, -4.209838, -7.482377], [8.002611, -4.316612, -2.344268], [9.022664, -4.786966, -3.316889], [9.721268, -5.727360, -3.012159], [9.088145, -4.181888, -4.367128], [8.058064, -4.934263, -1.455952], [8.225849, -3.283042, -2.116407], [7.036387, -4.401939, -2.830473], [0.243595, -8.271815, -1.179913], [0.289659, -7.012359, -1.973674], [0.362642, -7.103213, -3.177850], [0.253504, -5.973878, -1.350174], [0.285054, -9.108355, -1.865152], [1.098121, -8.264468, -0.511750], [-0.683547, -8.265940, -0.616587], [7.234555, -0.490293, -4.381004], [6.499249, -1.749706, -4.673543], [6.398273, -2.097669, -5.827474], [6.042895, -2.354006, -3.725783], [7.578055, -0.071373, -5.317653], [6.543527, 0.177958, -3.876801], [8.064867, -0.745453, -3.730362], [-4.469527, 1.302231, 7.885130], [-5.183131, 2.345716, 7.100267], [-6.330176, 2.607937, 7.391250], [-4.560383, 2.885263, 6.215483], [-5.146171, 0.918030, 8.637296], [-4.166210, 0.526862, 7.189528], [-3.601283, 1.774801, 8.332822], [-3.246664, 7.007431, 5.720259], [-4.079192, 7.546069, 4.608134], [-3.910313, 8.688378, 4.264376], [-4.888913, 6.782205, 4.114132], [-2.579018, 7.789048, 6.057771], [-3.920402, 6.693410, 6.512551], [-2.690507, 6.160278, 5.330521], [0.078186, 3.504753, 4.153229], [-0.435281, 3.382045, 5.545310], [-0.649489, 4.404099, 6.168740], [-0.596704, 2.265777, 5.981642], [0.176252, 4.556373, 3.918020], [1.042175, 3.008642, 4.124431], [-0.637769, 3.014908, 3.498139], [2.183796, 4.285846, 8.056324], [2.330596, 5.304118, 6.980331], [2.258373, 6.469386, 7.288383], [2.510209, 4.888288, 5.854402], [2.029741, 4.802240, 8.994616], [1.328719, 3.667211, 7.801621], [3.095427, 3.697616, 8.071819], [-7.323780, 5.228318, 8.722908], [-6.374239, 6.334995, 9.022745], [-6.790131, 7.302592, 9.614504], [-5.230005, 6.186015, 8.642642], [-8.299054, 5.493779, 9.110281], [-7.345492, 5.106741, 7.645809], [-6.941040, 4.332799, 9.197489], [3.559685, -1.087259, -0.227593], [4.271839, 0.191715, 0.056505], [3.617088, 1.129696, 0.443929], [5.471900, 0.218311, -0.125663], [2.507682, -0.939161, -0.021121], [3.726225, -1.324795, -1.270932], [3.982071, -1.851867, 0.417104]], "forces_ev_per_a": [[0.1, 1.1, -0.3], [0.6, -0.7, 0.3], [-0.3, 0.1, -0.6], [-1.2, 0.6, 0.3], [1.3, -0.1, 0.5], [-0.2, -0.5, -0.2], [-1.0, 0.1, 0.0], [0.5, -0.2, -0.1], [0.2, 0.3, -0.2], [-0.2, -0.3, 0.3], [-0.2, 0.2, -0.3], [-0.3, 0.0, -0.1], [-0.3, 1.1, -0.1], [0.2, -0.7, 0.3], [0.4, 0.5, -0.1], [0.4, -0.3, 0.5], [-0.2, -0.4, -0.6], [-0.5, -0.1, 0.2], [0.4, 0.3, -0.1], [0.0, -0.6, 0.3], [-0.3, 0.4, 0.2], [0.7, -0.1, 0.3], [0.3, 0.5, -0.2], [0.0, -0.6, -0.4], [0.4, -0.5, 0.2], [-0.3, 0.0, -0.5], [-0.2, 0.4, 0.7], [-0.4, -0.2, -0.3], [0.1, 0.1, -0.1], [0.1, 0.1, 0.0], [0.1, 0.0, -0.2], [-0.1, -0.1, 0.2], [0.0, 0.0, -0.1], [0.0, 0.0, 0.1], [-0.1, 0.0, 0.1], [-0.1, 0.0, 0.1], [-0.1, 0.0, 0.2], [0.2, -0.1, 0.0], [0.0, 0.1, -0.2], [0.0, -0.1, 0.0], [0.0, -0.1, -0.2], [0.0, 0.1, -0.1], [0.2, 0.0, -0.1], [0.2, -0.1, -0.5], [0.0, -0.2, 0.5], [-0.2, 0.0, 0.2], [0.0, 0.0, 0.0], [-0.1, 0.0, 0.0], [0.0, 0.0, 0.0], [-0.1, -0.3, 0.2], [0.0, 0.1, 0.1], [0.0, -0.1, 0.0], [0.0, 0.1, -0.2], [0.1, -0.1, 0.0], [0.0, 0.2, 0.0], [0.0, 0.1, 0.0], [0.0, -0.1, -0.1], [0.0, -0.1, 0.0], [0.0, -0.2, -0.1], [0.0, 0.2, 0.1], [0.0, 0.0, -0.1], [0.0, 0.1, 0.1], [0.0, 0.1, 0.1], [0.0, 0.1, -0.1], [0.0, 0.0, 0.2], [-0.1, 0.0, -0.3], [-0.1, 0.3, 0.1], [0.0, 0.0, -0.1], [0.0, 0.0, 0.1], [0.0, 0.0, 0.1], [-0.1, -0.1, 0.1], [0.1, 0.0, 0.1], [-0.2, -0.1, 0.1], [0.2, 0.1, -0.1], [-0.1, 0.0, 0.0], [0.1, 0.0, 0.0], [0.1, 0.0, -0.1], [0.1, 0.1, 0.1], [0.1, -0.1, 0.2], [0.0, 0.2, -0.1], [-0.1, 0.0, 0.0], [0.0, 0.1, 0.0], [0.0, -0.1, 0.0], [0.0, -0.1, 0.0], [-0.1, 0.1, -0.1], [0.1, 0.1, -0.2], [-0.1, 0.1, 0.1], [0.0, -0.2, 0.1], [0.0, 0.0, 0.1], [0.0, -0.1, 0.0], [0.0, -0.1, 0.0], [0.0, 0.0, 0.1], [-0.1, -0.1, 0.1], [0.0, 0.2, 0.1], [0.0, -0.1, -0.2], [0.0, 0.1, 0.0], [0.0, 0.0, 0.0], [0.0, -0.1, -0.1], [-0.2, 0.1, 0.1], [-0.1, -0.1, 0.0], [0.0, 0.1, 0.1], [0.2, 0.0, -0.1], [0.0, 0.1, 0.0], [0.1, -0.1, 0.0], [0.1, -0.1, -0.1], [-0.1, 0.0, 0.1], [0.1, -0.1, -0.1], [-0.3, 0.2, 0.1], [0.1, -0.2, -0.1], [0.0, 0.0, 0.0], [0.1, -0.1, -0.1], [0.1, 0.0, -0.1]]}

=====

# 2
{"formula": "C20H49BNO9", "method": "ωB97M-V/def2-TZVPD", "spin_multiplicity": 1, "lumo_ev": 2.163, "e_homo_ev": -4.920, "total_charge": -1, "energy_ev": -42131.90831, "elements": ["C", "O", "C", "C", "C", "C", "C", "N", "B", "O", "O", "C", "C", "O", "O", "H", "H", "H", "H", "H", "H", "H", "H", "H", "H", "H", "H", "H", "H", "H", "H", "H", "C", "C", "C", "O", "H", "H", "H", "H", "H", "H", "H", "H", "C", "C", "C", "O", "H", "H", "H", "H", "H", "H", "H", "H", "C", "C", "C", "O", "H", "H", "H", "H", "H", "H", "H", "H", "C", "C", "C", "O", "H", "H", "H", "H", "H", "H", "H", "H"], "positions_angstrom": [[6.410126, -1.141704, 2.886727], [7.099990, -0.363988, 1.921548], [6.464993, -0.305256, 0.664342], [5.915530, 1.071444, 0.304597], [5.254485, 1.790356, 1.488047], [3.779861, 2.122566, 1.231722], [2.740444, 1.146573, 1.810858], [2.215318, 1.726297, 3.081469], [1.570808, 0.906193, 0.758834], [0.223949, 0.882825, 1.155960], [1.818945, 0.712418, -0.583619], [1.419277, -0.574874, -1.046651], [3.283778, -0.285262, 2.076736], [3.296406, -0.681633, 3.265645], [3.598155, -0.943337, 1.025322], [7.139787, -1.557377, 3.575554], [5.848299, -1.952002, 2.438214], [5.727152, -0.527365, 3.463614], [5.676604, -1.026305, 0.549626], [7.221160, -0.560778, -0.079537], [6.738345, 1.665804, -0.086731], [5.184934, 1.012657, -0.493416], [5.412001, 1.246650, 2.407677], [5.763674, 2.740515, 1.623599], [3.591104, 3.087548, 1.693908], [3.588436, 2.266806, 0.174568], [1.648362, 1.044636, 3.561141], [1.643722, 2.523667, 2.837168], [0.124855, 0.151517, 1.777288], [2.224094, -0.973253, -1.651308], [0.515586, -0.501984, -1.647090], [1.268638, -1.257084, -0.219644], [-2.788646, -2.628173, 0.111896], [-2.779547, -1.985159, 1.491254], [-3.916345, -0.986207, 1.644498], [-1.530014, -1.343989, 1.719028], [-2.656594, -1.867565, -0.662338], [-1.966163, -3.337583, 0.016953], [-3.727496, -3.152884, -0.075739], [-2.866343, -2.760062, 2.254350], [-3.818470, -0.176391, 0.917237], [-3.893992, -0.533849, 2.637000], [-4.887572, -1.463405, 1.499682], [-1.430260, -0.651534, 1.050966], [-7.034279, 3.778210, 0.380743], [-6.471704, 2.454042, 0.876822], [-5.537913, 2.653831, 2.060686], [-5.781612, 1.790080, -0.180412], [-6.225745, 4.433370, 0.046290], [-7.697823, 3.617138, -0.469912], [-7.591922, 4.291529, 1.165798], [-7.292066, 1.794788, 1.164032], [-4.683938, 3.272500, 1.773312], [-5.143424, 1.696664, 2.400612], [-6.047326, 3.137364, 2.895928], [-5.047675, 2.352963, -0.455008], [-5.334614, 0.766174, -3.393717], [-5.139148, 2.216886, -3.801068], [-5.112729, 2.380022, -5.314000], [-3.937942, 2.732944, -3.226003], [-4.514052, 0.143318, -3.762183], [-5.343323, 0.683171, -2.307713], [-6.271866, 0.366130, -3.784274], [-5.946739, 2.820333, -3.384285], [-4.279485, 1.817176, -5.743176], [-4.973139, 3.427298, -5.584270], [-6.039008, 2.023158, -5.766991], [-3.199502, 2.217904, -3.565939], [3.463387, -3.749724, -2.409589], [4.424297, -4.033701, -1.261980], [3.837597, -5.044646, -0.285864], [4.752216, -2.831989, -0.584035], [2.532736, -3.321882, -2.027613], [3.897295, -3.024221, -3.098400], [3.223254, -4.659720, -2.964713], [5.364049, -4.418856, -1.663346], [2.919641, -4.653215, 0.159409], [4.536709, -5.236006, 0.528067], [3.607677, -5.991268, -0.781352], [3.940737, -2.461234, -0.206811]], "forces_ev_per_a": [[0.2, 0.3, 0.2], [0.1, -0.1, 0.2], [0.2, 0.1, -1.1], [0.3, 0.1, 0.6], [-0.1, 0.5, -0.8], [0.1, -0.2, 0.5], [-1.0, 0.4, 0.1], [0.7, 0.1, -0.3], [0.2, 0.2, -0.2], [0.1, -0.8, -0.3], [0.1, 0.0, 0.1], [0.0, 0.5, -0.2], [0.1, -1.0, 0.2], [-0.1, 0.2, -1.1], [-0.6, 0.5, 0.9], [0.3, -0.1, 0.1], [-0.2, -0.1, -0.2], [-0.3, 0.0, 0.1], [-0.2, -0.3, 0.4], [0.2, -0.1, -0.1], [0.2, 0.3, 0.0], [-0.1, -0.4, -0.3], [-0.2, -0.2, 0.3], [0.2, 0.2, 0.1], [-0.3, 0.2, 0.2], [0.3, -0.1, -0.4], [0.0, -0.1, 0.2], [-0.3, 0.0, 0.1], [-0.1, 0.3, 0.7], [0.2, -0.1, -0.2], [-0.2, 0.0, -0.1], [-0.1, -0.3, 0.2], [0.1, -0.1, 0.0], [-0.1, 0.2, -0.3], [0.0, 0.0, 0.2], [0.0, -0.1, 0.0], [-0.1, 0.0, 0.0], [0.0, 0.0, 0.0], [0.0, 0.0, 0.0], [0.1, 0.0, 0.1], [0.0, -0.1, -0.1], [0.0, -0.1, 0.0], [0.0, 0.0, 0.0], [0.0, 0.0, 0.0], [-0.1, 0.0, -0.1], [0.3, 0.4, 0.0], [0.0, -0.1, 0.1], [-0.2, -0.1, 0.0], [0.0, 0.0, 0.1], [0.0, 0.0, 0.0], [0.0, 0.0, 0.0], [0.0, -0.1, -0.1], [0.0, 0.1, 0.0], [0.0, 0.0, 0.0], [0.0, 0.0, 0.0], [0.1, 0.0, -0.1], [0.0, 0.0, 0.2], [0.2, -0.3, -0.2], [0.0, 0.2, 0.0], [-0.2, 0.2, 0.1], [0.0, 0.0, -0.1], [-0.1, 0.0, 0.0], [0.0, 0.0, 0.0], [0.0, 0.1, 0.1], [0.0, -0.1, 0.0], [0.0, 0.0, 0.0], [0.0, 0.0, 0.0], [0.1, 0.0, 0.0], [0.1, 0.0, -0.1], [-0.3, 0.3, 0.3], [0.1, -0.1, 0.0], [0.1, -0.6, -0.6], [0.0, -0.1, 0.1], [0.0, 0.0, 0.0], [0.0, 0.0, 0.0], [0.1, 0.0, 0.0], [0.0, 0.0, 0.0], [0.0, 0.0, 0.0], [0.0, 0.0, 0.0], [0.1, 0.5, 0.5]]}